81
Properties=species:S:1:pos:R:3:forces:R:3:mulliken_spin:R:1 method="wB97M-V/def2-TZVPD" multiplicity=4 relative_energy_kj_mol=55.33 homo_lumo_gap_ev="7.07 / 7.14" s_squared=3.770 e_lumo_ev="-3.17 / -3.20" homo_ha="-0.37648 / -0.37972" charge=+1 largest_force_ev_per_a=2.4
V 0.29462 1.19417 -0.16158 -0.62 2.31 0.45 2.918
C -3.11848 -0.93145 0.43852 0.30 -0.01 0.06 0.006
C -3.07139 -1.28360 -1.05135 -0.04 0.10 0.06 0.022
C -3.13644 -0.06422 -1.97748 0.29 -0.02 0.08 0.015
Sb -1.26951 1.00220 -2.23263 -1.07 -0.27 -1.78 0.048
C -0.32331 -0.05674 -3.82126 -0.04 0.09 0.19 -0.010
C -0.96718 -0.99235 -4.61794 -0.03 -0.08 0.11 -0.006
C -0.29501 -1.57624 -5.68385 -0.04 0.00 -0.02 0.002
C 1.02246 -1.23129 -5.94799 0.01 -0.02 -0.02 0.000
C 1.67324 -0.30365 -5.14556 0.05 0.00 -0.02 0.011
C 0.99899 0.28680 -4.08830 -0.04 -0.04 0.05 0.020
C -1.94965 2.59351 -3.47134 0.06 -0.06 0.31 0.000
C -1.52531 3.90006 -3.26066 -0.01 -0.01 0.02 0.004
C -1.96576 4.91487 -4.09979 -0.01 0.04 0.00 0.001
C -2.83110 4.62330 -5.14261 -0.02 0.03 -0.02 -0.001
C -3.24564 3.31654 -5.36386 -0.01 -0.02 0.01 0.000
C -2.80214 2.30172 -4.53061 0.02 -0.04 0.02 0.001
Sb -1.27370 -0.21708 1.31813 -1.11 -1.03 0.95 -0.117
C -2.03887 0.33734 3.23006 0.14 -0.03 -0.39 0.021
C -2.77919 -0.60204 3.94127 0.04 0.01 -0.01 0.002
C -3.32525 -0.26239 5.16898 -0.02 -0.03 0.02 0.001
C -3.12657 1.01036 5.68813 0.00 0.00 -0.01 -0.001
C -2.37398 1.94027 4.98715 -0.01 0.05 0.05 0.001
C -1.83028 1.60717 3.75378 0.02 -0.02 -0.03 -0.001
C -0.29645 -2.03123 1.87008 -0.15 0.17 0.00 0.014
C 0.97356 -1.93084 2.43090 -0.07 0.03 -0.01 0.014
C 1.65883 -3.07433 2.81409 0.01 -0.06 0.02 0.002
C 1.07483 -4.32207 2.64078 0.03 -0.01 0.03 -0.002
C -0.19418 -4.42514 2.08839 -0.04 -0.06 -0.01 0.002
C -0.88082 -3.28131 1.70261 -0.01 0.05 -0.04 -0.005
H -3.41509 -1.79967 1.02821 -0.02 0.03 0.03 0.000
H -3.85751 -0.15002 0.62648 -0.01 -0.01 0.04 -0.004
H -3.94205 -1.90927 -1.26777 0.02 -0.02 -0.03 0.002
H -2.19111 -1.89218 -1.27532 -0.04 -0.06 -0.02 0.000
H -3.86390 0.65576 -1.59829 0.03 0.08 -0.06 -0.002
H -3.46535 -0.35678 -2.97471 0.04 0.04 -0.03 -0.001
H -1.98525 -1.29471 -4.39882 -0.01 0.03 -0.08 0.000
H -0.80579 -2.29297 -6.31410 0.02 -0.02 0.02 0.000
H 1.54032 -1.68402 -6.78351 0.01 0.00 0.02 0.000
H 2.70381 -0.03799 -5.34490 -0.02 0.01 -0.02 0.001
H 1.51305 1.01208 -3.46444 0.03 0.00 -0.04 0.008
H -0.84650 4.13582 -2.44857 -0.02 0.03 0.01 0.007
H -1.63917 5.93341 -3.93619 0.01 -0.01 0.01 0.000
H -3.18584 5.41744 -5.78628 0.02 -0.01 -0.01 0.000
H -3.91441 3.08818 -6.18331 0.01 0.01 0.00 0.000
H -3.10709 1.27785 -4.71484 -0.06 0.03 -0.05 0.000
H -2.91585 -1.60239 3.54524 -0.04 -0.01 0.04 0.000
H -3.90243 -0.99113 5.72313 0.00 0.00 0.00 0.000
H -3.55883 1.27531 6.64393 0.02 0.00 0.01 0.000
H -2.20821 2.92553 5.40294 0.00 0.00 -0.02 0.000
H -1.23682 2.33534 3.21327 -0.01 0.02 0.02 0.007
H 1.43586 -0.96079 2.57433 0.06 0.00 0.01 -0.007
H 2.64561 -2.99101 3.25086 0.00 0.02 -0.01 0.001
H 1.60734 -5.21542 2.94086 -0.01 0.01 0.01 0.000
H -0.65460 -5.39705 1.96251 0.01 0.00 0.00 0.000
H -1.86923 -3.37411 1.26692 0.02 -0.04 0.00 0.000
O 1.87895 3.43294 3.40128 0.03 0.13 0.25 0.001
C 3.02376 2.72501 3.48074 0.10 -0.12 -0.13 -0.001
C 3.86140 2.97918 4.56608 -0.03 0.06 0.06 0.000
C 5.04196 2.28414 4.71195 -0.03 0.02 -0.02 0.000
C 5.42499 1.32865 3.77090 0.08 -0.09 -0.06 0.000
C 4.60821 1.07102 2.69460 -0.06 0.12 0.04 -0.003
C 3.39435 1.75559 2.53263 -0.11 0.26 0.05 0.017
C 2.49310 1.38658 1.43640 0.32 -0.95 -0.27 -0.003
O 1.31170 1.94766 1.30753 0.21 0.51 0.31 0.049
N 2.82696 0.38464 0.66415 0.66 0.42 0.55 0.024
N 1.75815 -0.03279 -0.11287 0.97 -1.75 -0.69 -0.174
C 1.97192 -1.19921 -0.65477 0.30 0.04 0.52 0.057
S 0.72017 -2.15209 -1.39230 0.12 0.07 -0.29 0.022
C 1.63263 -3.71961 -1.17897 -0.19 0.12 0.07 0.006
C 3.07489 -3.39843 -1.48294 0.11 0.25 0.05 0.000
S 3.52634 -1.95483 -0.46086 -0.13 -0.14 -0.13 0.024
H 1.38065 3.11691 2.63311 -0.05 -0.05 -0.15 0.003
H 3.55283 3.72617 5.28528 0.00 -0.01 -0.01 0.000
H 5.67503 2.48180 5.56707 0.00 0.02 -0.01 0.000
H 6.35307 0.78550 3.88615 0.00 0.03 0.01 0.000
H 4.88389 0.33638 1.95186 0.00 -0.04 0.01 -0.001
H 1.20179 -4.44850 -1.86376 0.01 0.03 -0.04 0.000
H 1.48708 -4.04541 -0.14870 0.04 -0.05 -0.03 0.001
H 3.20597 -3.12987 -2.53087 0.02 -0.09 -0.02 0.002
H 3.75288 -4.21100 -1.22738 -0.04 -0.03 0.05 0.000